Entry from the OMol25 dataset: a cluster of 5 separate species, C7H22FO7 in total in a non-equilibrium geometry (ωB97M-V with the def2-TZVPD basis set).

Geometry as XYZ:
```
37
Properties=species:S:1:pos:R:3:forces:R:3:mulliken_charge:R:1
F 13.1099 2.2501 -12.2800 0.021 -0.109 -0.107 -0.7601
C 9.3853 2.1264 -11.2413 -1.265 -1.788 -0.242 -0.6465
O 9.8357 3.3943 -11.4656 0.638 1.180 0.082 -0.5313
H 10.0943 1.4553 -10.7565 0.257 0.081 0.196 0.2565
H 8.4717 2.1350 -10.6469 -0.021 0.202 0.180 0.2969
H 9.1238 1.6708 -12.1964 -0.116 -0.453 -0.139 0.2266
H 10.6945 3.2538 -11.8709 0.376 0.698 -0.056 0.3483
C 12.9106 5.4476 -12.4210 -1.525 1.244 -0.191 -0.4205
C 12.2535 5.0310 -13.6954 0.398 -1.229 -1.134 -0.3388
O 13.0194 3.9419 -14.2916 -1.154 1.647 -0.853 -0.6029
O 12.4002 4.7170 -11.3403 0.556 -0.021 0.627 -0.5643
H 12.5076 6.4413 -12.2253 0.579 0.513 0.088 0.3939
H 13.9909 5.4525 -12.5661 0.155 -0.045 0.361 0.2080
H 12.0742 5.8157 -14.4303 1.210 0.288 -0.321 0.4071
H 11.1947 4.8373 -13.5238 -0.127 -1.005 0.545 0.2230
H 13.1120 3.2400 -13.6432 -0.237 -0.335 0.634 0.3868
H 12.7238 3.8165 -11.4171 0.171 -0.699 0.000 0.3902
C 12.0796 0.4192 -15.0405 1.297 -0.372 0.126 -0.3873
C 13.4246 -0.1823 -14.6085 0.491 0.036 -2.022 -0.3841
O 14.3691 0.8570 -14.3874 0.255 -0.852 -0.895 -0.5432
O 11.4491 0.6687 -13.8701 -3.064 0.400 1.711 -0.5896
H 11.4927 -0.1900 -15.7280 -0.211 -0.615 0.440 0.3644
H 12.1902 1.3546 -15.5891 0.801 0.148 -0.273 0.2170
H 13.6336 -0.8478 -15.4461 1.396 0.268 -0.433 0.3173
H 13.5033 -0.8677 -13.7646 -1.195 0.121 0.376 0.2623
H 14.0342 1.3510 -13.6355 0.065 0.285 0.545 0.2919
H 12.0144 1.2360 -13.3409 0.178 0.429 0.594 0.3201
C 16.2296 1.8738 -11.3118 -0.870 -0.297 0.155 -0.4464
C 15.6275 2.2638 -9.9549 -1.295 0.168 0.389 -0.3327
O 14.2507 1.8319 -9.8693 1.017 0.059 0.179 -0.5723
O 15.8205 2.6946 -12.4117 1.592 0.280 0.613 -0.5891
H 15.8725 0.8631 -11.5090 -0.085 -0.332 0.037 0.2536
H 17.3145 1.7730 -11.2802 0.084 0.610 -0.167 0.3909
H 15.6285 3.3391 -9.7765 0.271 0.379 -0.439 0.2100
H 16.0486 1.8607 -9.0339 0.777 -0.460 -0.414 0.3370
H 13.9342 1.8919 -10.7737 -0.943 -0.026 -0.520 0.2818
H 14.8820 2.8964 -12.4026 -0.477 -0.398 0.326 0.3254
```
Positions in Å, forces in eV/Å.

LUMO energy	0.1312	Ha
energy above the lowest of the compared OMol25 structures with the same formula, charge and spin	150.6	kJ/mol
frontier orbital gap	9.842	eV
net charge	-1
E	-24666.0422	eV